No. 1
Density functional theory data (ωB97M-V/def2-TZVPD) for C22H58B2O3PRbV as an isolated structure.

The calculation puts the frontier orbital gap (spin up / spin down) at 2.65 / 6.44 eV. Its expectation value of S² is 6.006. The value obtained for the LUMO energy (spin up / spin down) is 1.86 / 1.86 eV. The calculation puts the highest occupied orbital energy (spin up / spin down) at -0.79 / -4.58 eV.

The geometry in ORCA input format:
```
! wB97M-V def2-TZVPD RIJCOSX def2/J DEFGRID3
* xyz -1 5
Rb 1.417 -2.575 1.624
V -0.782 -0.129 3.616
C 3.404 0.740 -5.463
C 2.016 0.255 -4.882
C 1.648 0.972 -3.502
C 0.389 0.380 -2.990
P -0.258 0.819 -1.340
C 0.979 0.755 -0.001
C 2.023 1.911 -0.042
C 3.279 1.593 0.791
C 4.141 0.644 -0.132
C -1.098 2.480 -1.359
C -0.236 3.728 -1.832
C -0.818 5.110 -1.475
C 0.015 6.123 -2.220
C -1.540 -0.412 -0.941
C -2.650 -0.619 -1.997
C -3.677 -1.720 -1.517
C -5.047 -1.673 -2.264
H 4.273 0.278 -4.993
H 3.582 1.811 -5.564
H 3.470 0.457 -6.514
H 2.112 -0.819 -4.729
H 1.261 0.392 -5.656
H 1.649 2.054 -3.631
H 2.392 0.745 -2.738
H 0.520 -0.687 -3.168
H -0.438 0.623 -3.658
H 1.415 -0.242 -0.048
H 0.343 0.648 0.878
H 1.428 2.758 0.301
H 2.305 2.233 -1.044
H 2.864 1.001 1.607
H 3.837 2.480 1.089
H 4.973 0.176 0.393
H 4.581 1.278 -0.902
H 3.496 -0.159 -0.490
H -1.384 2.558 -0.310
H -1.972 2.387 -2.004
H -0.259 3.652 -2.919
H 0.812 3.674 -1.537
H -0.820 5.233 -0.392
H -1.857 5.231 -1.781
H 1.047 5.791 -2.114
H -0.032 7.082 -1.704
H -0.034 6.166 -3.308
H -1.946 -0.126 0.030
H -1.157 -1.411 -0.732
H -2.189 -0.800 -2.967
H -3.282 0.243 -2.214
H -3.901 -1.616 -0.455
H -3.170 -2.640 -1.807
H -5.614 -2.591 -2.113
H -4.824 -1.518 -3.320
H -5.702 -0.876 -1.913
B -1.420 -1.746 2.231
H -0.865 -2.007 3.119
H -2.352 -1.305 2.551
H -0.912 -0.955 1.702
H -1.592 -2.618 1.619
B -1.491 -0.340 5.714
H -1.971 -0.478 6.671
H -2.302 -0.189 5.018
H -0.774 0.466 5.720
H -1.025 -1.243 5.351
C -0.607 3.059 2.544
O -1.328 1.851 2.602
H 0.321 2.644 2.152
H -1.083 3.738 1.836
H -0.434 3.462 3.543
C 2.303 -0.482 5.962
C 2.073 0.364 4.687
O 1.382 -0.256 3.634
H 3.183 -0.023 6.414
H 2.579 -1.533 5.880
H 1.530 -0.357 6.720
H 3.099 0.642 4.445
H 1.648 1.293 5.067
C -1.670 -5.829 0.772
C -1.589 -7.193 0.089
O -2.556 -7.917 -0.128
C -0.237 -7.546 -0.491
H -1.645 -5.028 0.033
H -0.916 -5.655 1.540
H -2.626 -5.742 1.289
H 0.067 -8.456 0.025
H 0.492 -6.742 -0.392
H -0.269 -7.728 -1.565
*
```

***

No. 2
Density functional theory data (ωB97M-V/def2-TZVPD) for C22H58NO10S2 as an isolated structure.

The calculation puts the frontier orbital gap at 8.13 eV. The value obtained for the LUMO energy is 1.86 eV. The calculation puts the highest occupied orbital energy at -6.26 eV.

The geometry in ORCA input format:
```
! wB97M-V def2-TZVPD RIJCOSX def2/J DEFGRID3
* xyz -1 1
C 0.514 4.741 -4.379
C 0.763 3.395 -3.693
C -0.135 2.213 -4.088
C -0.308 1.985 -5.586
S -1.691 2.202 -3.185
O -2.407 1.025 -3.631
O -1.284 2.182 -1.785
N -2.480 3.567 -3.384
S -3.099 4.068 -4.741
O -3.455 3.052 -5.701
O -4.096 5.072 -4.425
H 0.170 4.629 -5.408
H -0.203 5.345 -3.821
H 1.446 5.311 -4.421
H 0.704 3.511 -2.610
H 1.790 3.080 -3.909
H 0.334 1.309 -3.686
H 0.654 1.700 -6.021
H -0.701 2.851 -6.116
H -1.018 1.174 -5.749
H -2.095 4.772 -5.310
C 0.706 -3.584 -2.556
C 1.039 -2.101 -2.613
C 0.690 -1.385 -1.316
O 0.359 -1.462 -3.685
H -0.365 -3.720 -2.380
H 0.957 -4.070 -3.500
H 1.249 -4.080 -1.749
H 2.103 -1.979 -2.830
H -0.388 -1.458 -1.142
H 0.938 -0.326 -1.383
H 1.202 -1.813 -0.454
H -0.589 -1.503 -3.507
C 2.110 -0.686 2.255
C 2.432 0.797 2.154
C 2.006 1.553 3.404
O 1.853 1.376 0.991
H 1.032 -0.836 2.364
H 2.429 -1.209 1.355
H 2.610 -1.146 3.109
H 3.508 0.919 2.008
H 0.923 1.476 3.537
H 2.259 2.609 3.316
H 2.489 1.148 4.296
H 0.891 1.304 1.044
C -4.091 0.232 0.575
C -3.842 1.475 1.409
C -4.704 2.642 0.949
O -2.458 1.820 1.357
H -3.833 0.441 -0.468
H -3.457 -0.596 0.901
H -5.124 -0.122 0.591
H -4.045 1.264 2.463
H -4.477 2.894 -0.090
H -4.507 3.524 1.558
H -5.767 2.397 1.019
H -2.229 2.003 0.431
C 2.306 -5.993 4.041
C 2.593 -4.505 3.945
C 2.195 -3.768 5.215
O 1.947 -3.931 2.810
H 1.233 -6.165 4.180
H 2.612 -6.495 3.125
H 2.845 -6.444 4.874
H 3.659 -4.361 3.759
H 1.120 -3.871 5.390
H 2.420 -2.705 5.130
H 2.721 -4.169 6.084
H 0.995 -4.033 2.926
C -7.267 5.350 -1.567
C -6.154 6.307 -1.157
C -6.360 7.691 -1.759
O -4.889 5.784 -1.511
H -7.267 5.225 -2.653
H -7.104 4.370 -1.119
H -8.248 5.722 -1.261
H -6.136 6.389 -0.066
H -6.339 7.628 -2.850
H -5.559 8.362 -1.446
H -7.318 8.121 -1.456
H -4.854 5.686 -2.476
C 7.413 -5.926 3.450
C 6.612 -6.953 4.234
C 7.273 -8.322 4.214
O 5.275 -7.029 3.744
H 7.488 -6.227 2.401
H 6.925 -4.952 3.485
H 8.424 -5.825 3.847
H 6.508 -6.617 5.268
H 7.345 -8.690 3.186
H 6.685 -9.038 4.788
H 8.280 -8.281 4.631
H 5.310 -7.321 2.826
*
```

***

No. 3
Density functional theory data (ωB97M-V/def2-TZVPD) for a 12-piece molecular cluster, C22H60N24O16 overall.

The calculation puts the frontier orbital gap at 8.50 eV. Its structure (SMILES) is C[C@H](O)CNCCOOC(=O)Oc1ccncc1.NC(N)=O.NC(N)=O.NC(N)=O.NC(N)=O.NC(N)=O.NC(N)=O.NC(N)=O.NC(N)=O.NC(N)=O.NC(N)=O.NC(N)=O. The value obtained for the LUMO energy is 0.36 eV. The calculation puts the highest occupied orbital energy at -8.13 eV.

The geometry in ORCA input format:
```
! wB97M-V def2-TZVPD RIJCOSX def2/J DEFGRID3
* xyz 0 1
C -2.442 1.715 -3.584
C -1.666 3.026 -3.410
O -0.347 2.920 -3.949
C -1.573 3.509 -1.965
N -0.439 2.927 -1.239
C -0.683 1.559 -0.808
C 0.008 1.251 0.500
O 1.381 1.613 0.466
O 2.144 0.509 0.021
C 3.338 0.948 -0.385
O 3.788 2.018 -0.198
O 3.964 -0.041 -1.063
C 3.222 -0.379 -2.211
C 2.995 0.578 -3.184
C 2.220 0.204 -4.277
N 1.680 -1.006 -4.450
C 1.947 -1.904 -3.496
C 2.700 -1.651 -2.354
H -1.716 0.906 -3.512
H -3.135 1.586 -2.762
H -2.973 1.687 -4.526
H -2.187 3.807 -3.972
H -0.430 2.524 -4.821
H -1.425 4.588 -1.993
H -2.527 3.344 -1.465
H -0.303 3.494 -0.410
H -1.747 1.330 -0.683
H -0.310 0.866 -1.568
H -0.127 0.200 0.748
H -0.492 1.798 1.297
H 3.397 1.573 -3.086
H 2.014 0.947 -5.034
H 1.521 -2.890 -3.617
H 2.871 -2.406 -1.605
N -5.810 5.619 -0.130
C -5.367 5.023 -1.280
N -6.013 5.405 -2.413
O -4.453 4.211 -1.278
H -6.549 6.295 -0.112
H -5.359 5.356 0.725
H -5.707 4.994 -3.274
H -6.748 6.085 -2.428
N -3.138 -1.864 -5.320
C -4.057 -1.638 -4.328
N -4.585 -2.768 -3.776
O -4.368 -0.513 -3.975
H -2.867 -2.781 -5.622
H -2.721 -1.061 -5.751
H -5.259 -2.647 -3.044
H -4.332 -3.699 -4.065
N -3.858 1.717 4.820
C -2.832 1.711 3.926
N -1.593 1.958 4.460
O -2.999 1.496 2.735
H -3.751 1.876 5.804
H -4.775 1.530 4.464
H -0.811 1.953 3.834
H -1.435 2.127 5.435
N 1.810 -0.071 3.596
C 2.069 0.092 4.927
N 2.859 1.177 5.230
O 1.643 -0.661 5.781
H 2.156 0.548 2.883
H 1.238 -0.852 3.331
H 3.072 1.332 6.197
H 3.219 1.813 4.542
N 1.951 -2.699 -7.398
C 2.945 -2.950 -8.300
N 4.214 -2.693 -7.849
O 2.727 -3.369 -9.423
H 2.112 -2.350 -6.469
H 1.011 -2.874 -7.695
H 4.969 -2.865 -8.484
H 4.415 -2.346 -6.930
N -6.383 -5.780 -5.796
C -5.066 -6.117 -5.688
N -4.570 -6.890 -6.697
O -4.373 -5.750 -4.750
H -6.968 -6.067 -6.557
H -6.773 -5.207 -5.071
H -3.604 -7.153 -6.641
H -5.117 -7.203 -7.475
N -4.729 9.889 -1.593
C -5.410 9.280 -2.609
N -5.209 9.814 -3.851
O -6.142 8.323 -2.422
H -4.120 10.672 -1.725
H -4.851 9.514 -0.671
H -5.693 9.385 -4.618
H -4.610 10.596 -4.028
N -6.011 -1.611 7.365
C -6.273 -0.372 6.854
N -7.423 -0.271 6.122
O -5.531 0.578 7.038
H -6.605 -2.405 7.226
H -5.173 -1.716 7.904
H -7.645 0.627 5.736
H -8.045 -1.039 5.958
N 6.301 -1.657 5.171
C 6.129 -1.515 3.822
N 5.030 -0.795 3.448
O 6.904 -2.003 3.017
H 5.676 -1.270 5.852
H 7.100 -2.184 5.479
H 4.874 -0.676 2.465
H 4.385 -0.390 4.100
N 9.340 -3.684 4.953
C 10.309 -3.026 5.654
N 10.699 -1.829 5.101
O 10.795 -3.446 6.688
H 8.943 -3.322 4.102
H 9.006 -4.568 5.306
H 11.408 -1.311 5.583
H 10.312 -1.461 4.252
N 6.064 -5.592 7.110
C 6.940 -6.280 6.318
N 6.371 -7.140 5.421
O 8.147 -6.132 6.407
H 5.069 -5.693 7.057
H 6.457 -4.957 7.779
H 6.991 -7.657 4.827
H 5.382 -7.275 5.331
*
```

***

No. 4
Density functional theory data (ωB97M-V/def2-TZVPD) for a 7-piece molecular cluster, C22H60N2O14 overall.

The calculation puts the frontier orbital gap at 8.71 eV. The energy above the lowest of the compared OMol25 structures with the same formula, charge and spin is 3.4795 eV. Its structure (SMILES) is COCCNCCOC.COCCNCCOC.OCCO.OCCO.OCCO.OCCO.OCCO. The value obtained for the LUMO energy is -0.16 eV. The calculation puts the highest occupied orbital energy at -8.87 eV.

The geometry in ORCA input format:
```
! wB97M-V def2-TZVPD RIJCOSX def2/J DEFGRID3
* xyz 0 1
C -0.744 3.810 0.432
O 0.167 2.695 0.632
C 1.165 3.102 1.568
C 2.176 2.018 1.573
N 3.368 2.484 2.293
C 4.400 1.453 2.220
C 4.076 0.499 3.341
O 4.836 -0.515 3.436
C 4.339 -1.555 4.354
H -0.199 4.652 0.005
H -1.143 4.084 1.385
H -1.529 3.469 -0.215
H 0.769 3.278 2.552
H 1.620 4.023 1.135
H 2.468 1.697 0.588
H 1.700 1.144 2.050
H 3.080 2.530 3.254
H 5.315 1.923 2.454
H 4.393 0.965 1.202
H 3.092 0.165 3.139
H 3.970 0.996 4.343
H 5.155 -2.096 4.785
H 3.628 -2.160 3.743
H 3.810 -1.142 5.190
C 0.996 -1.967 2.308
O 1.357 -3.105 1.565
C 0.331 -3.549 0.677
C -0.920 -3.963 1.480
N -1.802 -4.367 0.375
C -3.062 -4.861 0.864
C -3.919 -5.180 -0.365
O -5.158 -5.343 -0.233
C -5.467 -6.603 0.278
H 0.427 -2.253 3.160
H 0.456 -1.179 1.815
H 1.940 -1.475 2.695
H 0.651 -4.344 0.049
H 0.072 -2.760 0.049
H -1.278 -3.181 2.137
H -0.716 -4.840 2.081
H -2.016 -3.596 -0.272
H -3.533 -4.067 1.491
H -2.928 -5.750 1.494
H -3.448 -5.945 -0.961
H -3.773 -4.299 -1.070
H -6.524 -6.665 0.461
H -4.886 -6.764 1.173
H -5.228 -7.431 -0.364
O -1.573 2.287 -5.427
C -0.732 3.070 -4.679
C -1.452 3.366 -3.469
O -0.624 4.022 -2.602
H -1.670 1.491 -4.929
H 0.131 2.457 -4.428
H -0.414 3.979 -5.195
H -1.927 2.530 -2.905
H -2.244 4.071 -3.724
H -1.113 4.535 -1.994
O -1.403 -0.136 0.473
C -2.386 -0.508 1.332
C -1.980 -0.004 2.656
O -1.253 1.272 2.551
H -1.037 0.644 0.986
H -3.344 -0.066 0.998
H -2.511 -1.585 1.291
H -1.292 -0.729 3.151
H -2.806 0.043 3.404
H -0.833 1.466 3.358
O 3.715 3.452 -0.691
C 2.711 4.149 -1.399
C 2.987 4.167 -2.811
O 1.991 4.854 -3.564
H 3.486 3.457 0.252
H 1.687 3.802 -1.225
H 2.720 5.161 -0.970
H 3.038 3.141 -3.188
H 3.933 4.642 -3.089
H 1.155 4.491 -3.291
O 0.968 1.490 -2.385
C 1.928 0.539 -1.941
C 1.406 -0.363 -0.898
O 2.512 -1.180 -0.477
H 0.743 2.002 -1.611
H 2.171 -0.018 -2.795
H 2.814 1.135 -1.704
H 0.589 -0.933 -1.219
H 1.002 0.132 -0.005
H 2.264 -1.723 0.258
O -2.122 -2.116 -1.281
C -2.827 -1.502 -2.290
C -2.057 -0.369 -2.743
O -2.715 0.264 -3.755
H -1.832 -1.454 -0.647
H -3.031 -2.222 -3.086
H -3.771 -1.199 -1.940
H -1.142 -0.697 -3.182
H -1.744 0.367 -2.046
H -3.643 0.261 -3.511
*
```

***

No. 5
Density functional theory data (ωB97M-V/def2-TZVPD) for C22H60N5O9Zn as an isolated structure.

The calculation puts the frontier orbital gap at 7.23 eV. The energy above the lowest of the compared OMol25 structures with the same formula, charge and spin is 3.3200 eV. The value obtained for the LUMO energy is -3.08 eV. The calculation puts the highest occupied orbital energy at -10.30 eV.

The geometry in ORCA input format:
```
! wB97M-V def2-TZVPD RIJCOSX def2/J DEFGRID3
* xyz 1 1
Zn -0.959 -2.285 -0.037
O 1.510 0.163 2.191
C 0.288 0.314 1.742
O -0.341 -0.650 1.264
O -0.104 1.464 1.797
H 1.691 1.102 2.116
C -4.001 -0.484 0.659
C -3.833 -0.792 -0.893
C -4.163 0.307 -1.925
O -4.592 -0.160 -3.187
C -5.340 0.815 -3.804
N -2.492 -1.089 -0.967
H -4.897 0.070 0.940
H -3.180 0.020 1.167
H -4.133 -1.482 1.078
H -4.486 -1.620 -1.169
H -3.249 0.892 -2.032
H -4.836 0.907 -1.312
H -5.221 1.859 -3.512
H -6.364 0.584 -3.511
H -5.358 0.771 -4.893
H -2.481 -1.068 -1.977
H -2.114 -0.168 -0.798
C 1.829 -4.710 2.296
C 1.507 -3.405 1.467
C 2.780 -2.596 1.004
O 3.400 -3.034 -0.279
C 4.757 -3.450 0.003
N 0.684 -3.612 0.352
H 2.466 -4.496 3.154
H 2.476 -5.354 1.701
H 0.945 -5.195 2.710
H 0.974 -2.649 2.045
H 3.518 -2.308 1.753
H 2.470 -1.615 0.646
H 5.433 -2.596 0.051
H 5.028 -4.057 -0.861
H 4.840 -4.130 0.851
H 1.510 -3.842 -0.181
H 0.251 -4.520 0.447
C -1.309 2.861 -2.712
C -0.228 1.928 -2.212
C 1.130 2.557 -1.735
O 1.745 1.405 -1.241
C 3.114 1.598 -0.891
N -0.882 1.375 -1.039
H -1.926 2.246 -3.367
H -0.887 3.609 -3.383
H -1.955 3.344 -1.979
H -0.116 1.136 -2.953
H 1.004 3.345 -0.992
H 1.638 2.945 -2.618
H 3.779 1.997 -1.657
H 3.570 0.668 -0.552
H 3.218 2.258 -0.030
H -1.135 2.171 -0.470
H -0.096 1.133 -0.454
C 1.981 2.690 4.941
C 1.439 3.682 3.897
C 2.215 3.829 2.575
O 3.518 4.281 2.790
C 4.257 4.372 1.596
N 0.023 3.539 3.659
H 1.443 2.651 5.888
H 3.020 2.988 5.084
H 2.041 1.653 4.612
H 1.440 4.670 4.358
H 1.609 4.541 2.015
H 2.131 2.814 2.185
H 4.940 5.215 1.702
H 3.781 4.385 0.615
H 4.888 3.485 1.639
H -0.445 3.352 4.534
H -0.097 2.722 3.078
C 1.387 -2.895 -2.844
C 0.185 -2.003 -2.789
C -1.122 -2.828 -2.938
O -1.268 -3.556 -1.722
C -1.959 -4.797 -1.867
N 0.304 -1.283 -1.504
H 1.460 -3.212 -3.884
H 1.260 -3.771 -2.208
H 2.316 -2.356 -2.658
H 0.301 -1.282 -3.598
H -1.060 -3.417 -3.853
H -1.943 -2.182 -3.248
H -1.946 -5.153 -0.837
H -1.579 -5.552 -2.556
H -3.030 -4.708 -2.046
H -0.055 -0.396 -1.828
H 1.246 -0.920 -1.467
C -3.525 2.598 2.675
O -2.783 2.515 1.480
H -3.570 3.564 3.178
H -4.557 2.330 2.445
H -3.171 1.860 3.394
H -1.950 2.092 1.699
*
```

***

Computed values of maximum force (unit: Eh/bohr) for the preceding records, in sequence: 0.0890; 0.0172; 0.0293; 0.1564; 0.0985.